{"formula": "C25H43IN5O10P2", "method": "ωB97M-V with the def2-TZVPD basis set", "elements": ["C", "C", "O", "N", "C", "C", "O", "C", "N", "P", "N", "C", "N", "N", "C", "I", "P", "C", "C", "H", "H", "H", "H", "H", "H", "H", "H", "H", "H", "H", "H", "H", "H", "H", "H", "H", "H", "H", "O", "C", "O", "C", "C", "C", "H", "H", "H", "H", "H", "H", "O", "C", "O", "C", "C", "C", "H", "H", "H", "H", "H", "H", "O", "C", "O", "C", "C", "C", "H", "H", "H", "H", "H", "H", "O", "C", "O", "C", "C", "C", "H", "H", "H", "H", "H", "H"], "coordinates": [[-5.969, -0.252, 3.156], [-5.423, -1.407, 2.368], [-5.847, -2.521, 2.430], [-4.336, -1.173, 1.389], [-4.938, -0.892, 0.077], [-4.405, -1.628, -1.119], [-5.905, -0.195, 0.037], [-3.208, -0.458, 1.891], [-1.920, -1.287, 1.904], [-1.655, -2.783, 1.017], [-1.094, -2.621, -0.407], [-0.947, -0.405, 2.100], [0.319, -0.706, 2.329], [-1.359, 0.906, 2.084], [-2.699, 0.920, 1.415], [-2.189, 1.049, -0.678], [-3.610, 2.403, 2.103], [-2.460, 3.755, 1.667], [-4.946, 2.725, 0.921], [-5.212, 0.457, 3.490], [-6.648, 0.291, 2.494], [-6.511, -0.643, 4.013], [-4.017, -0.922, -1.850], [-5.266, -2.126, -1.571], [-3.657, -2.376, -0.882], [-3.391, -0.282, 2.957], [-0.898, -3.495, 1.958], [-2.958, -3.252, 1.162], [-0.183, -3.047, -0.540], [0.564, -1.548, 2.824], [1.074, -0.116, 1.948], [-1.366, 1.273, 3.037], [-2.786, 4.634, 2.225], [-1.429, 3.516, 1.925], [-2.507, 3.986, 0.601], [-5.821, 2.101, 1.089], [-4.608, 2.649, -0.114], [-5.230, 3.768, 1.085], [2.646, 0.326, 1.194], [3.690, -0.277, 1.257], [4.743, 0.074, 0.513], [5.815, -0.880, 0.684], [5.547, -1.536, 2.035], [4.023, -1.494, 2.095], [5.768, -1.596, -0.138], [6.767, -0.358, 0.636], [5.963, -2.537, 2.113], [5.969, -0.927, 2.835], [3.574, -2.369, 1.618], [3.621, -1.387, 3.100], [8.789, -2.000, -3.756], [7.928, -1.182, -3.642], [7.127, -1.139, -2.539], [6.103, -0.156, -2.708], [6.633, 0.828, -3.743], [7.497, -0.091, -4.610], [5.197, -0.662, -3.054], [5.897, 0.303, -1.744], [5.843, 1.349, -4.278], [7.263, 1.573, -3.255], [6.922, -0.565, -5.408], [8.370, 0.387, -5.044], [4.839, -5.446, 1.068], [5.361, -5.241, 0.009], [4.839, -5.689, -1.153], [5.695, -5.338, -2.262], [6.513, -4.155, -1.762], [6.636, -4.471, -0.276], [6.315, -6.200, -2.513], [5.056, -5.107, -3.111], [7.463, -4.037, -2.278], [5.951, -3.230, -1.888], [7.490, -5.109, -0.043], [6.681, -3.588, 0.357], [-4.987, 6.060, -0.593], [-6.163, 5.949, -0.791], [-6.703, 4.779, -1.208], [-8.116, 4.926, -1.443], [-8.530, 6.142, -0.620], [-7.257, 6.988, -0.648], [-8.267, 5.078, -2.514], [-8.607, 4.004, -1.144], [-9.411, 6.640, -1.017], [-8.745, 5.837, 0.405], [-7.211, 7.646, -1.518], [-7.096, 7.581, 0.248]], "forces_ev_per_a": [[0.1329, -0.0325, 0.0775], [0.1461, -0.2378, -0.0415], [-0.0685, 0.0902, -0.0078], [-0.1262, 0.7373, -0.0537], [0.5589, -0.4063, -0.0562], [-0.2392, -0.1422, -0.0395], [-0.4312, 0.2405, -0.0467], [-0.2823, -0.3453, 0.2230], [-0.1497, 0.3185, -0.4421], [0.0743, -0.0725, 0.0426], [-0.0366, -0.2700, 0.2330], [0.5530, -0.1987, 0.3768], [-0.2264, 0.2107, 0.1178], [-0.4825, -0.4954, -0.2552], [0.6253, 0.2364, 0.0176], [-0.0563, 0.0191, -0.0239], [-0.1113, -0.0584, 0.4143], [-0.0212, -0.0537, -0.3131], [-0.0991, 0.1758, -0.0605], [-0.0053, -0.0164, -0.0327], [-0.0161, -0.0710, 0.0145], [-0.0643, 0.0389, -0.0317], [-0.0285, -0.0713, 0.0244], [0.0188, 0.0127, 0.0163], [0.1282, 0.1217, -0.0272], [-0.0638, -0.1077, -0.0158], [-0.0577, -0.0334, 0.1125], [-0.0793, 0.0241, 0.0296], [0.0187, 0.2084, -0.1761], [-0.0048, -0.2150, -0.4196], [0.1503, 0.0575, 0.3403], [0.2517, 0.4150, -0.1831], [0.0879, -0.0134, -0.0007], [-0.0419, 0.0703, 0.1125], [0.0084, 0.0073, 0.0324], [0.0768, -0.0615, -0.0605], [-0.0785, -0.0355, 0.0145], [-0.0083, -0.0357, -0.0016], [-0.0711, 0.0287, 0.0966], [-0.0048, -0.0694, -0.1123], [-0.0435, 0.0178, 0.0226], [0.1771, -0.2709, 0.1803], [-0.0188, 0.0519, 0.0101], [0.1137, 0.1013, 0.0171], [-0.0305, 0.0364, -0.0197], [-0.0748, 0.1348, -0.0487], [-0.0534, -0.0096, -0.0114], [0.0131, -0.0001, -0.0048], [-0.0103, -0.0214, 0.0214], [-0.0622, -0.0420, -0.0217], [-0.0168, 0.0530, -0.0003], [-0.0632, -0.0350, -0.1014], [0.1369, 0.0430, 0.0766], [-0.3434, 0.2587, 0.0047], [0.2728, -0.1769, -0.0575], [-0.0055, 0.1042, 0.1858], [-0.0170, 0.0235, -0.0131], [0.0229, -0.0259, -0.0117], [-0.0241, -0.0634, -0.0305], [-0.0228, 0.0155, 0.0076], [0.0321, -0.0037, -0.0310], [-0.0037, -0.0537, -0.0656], [-0.0550, 0.1370, -0.0018], [0.0460, -0.0553, -0.0234], [-0.0174, -0.0403, 0.0241], [0.0011, 0.0637, 0.0140], [0.0706, -0.0728, 0.0182], [-0.1010, 0.0825, -0.1195], [-0.0001, -0.0159, 0.0535], [-0.0201, -0.0096, 0.0144], [-0.0022, -0.0015, -0.0082], [-0.0155, -0.0192, -0.0830], [-0.0006, -0.0112, -0.0020], [0.1187, -0.0976, 0.0538], [-0.0498, -0.0178, 0.1132], [0.0699, 0.0140, -0.0786], [-0.0053, -0.1103, 0.0230], [-0.0632, 0.0844, -0.0205], [0.0711, 0.0153, 0.0367], [-0.0912, -0.1434, 0.0679], [-0.0124, 0.0165, 0.0014], [0.0492, -0.0224, 0.0081], [0.0248, 0.0119, -0.0443], [-0.0301, -0.0043, -0.0066], [0.0043, 0.0224, 0.0092], [0.0534, 0.0665, -0.0533]], "e_homo_ev": -11.49, "molar_mass_g_mol": 762.496, "lumo_energy_ev": -2.824, "charge": 1, "gap_ev": 8.7, "spin_multiplicity": 1}